[1]
A structure of composition C3H5NOS3 in a non-equilibrium geometry, computed with ωB97M-V with the def2-TZVPD basis set.

Element x y z (Å)
C1 0.97 0.03 2.06
C2 0.36 0.93 0.98
C3 -0.88 -0.69 -0.86
H1 2.88 1.06 2.01
H2 1.36 -1.04 1.99
H3 0.19 -0.02 2.73
H4 0.64 1.98 1.32
H5 0.89 -1.35 -1.47
N1 0.40 -0.64 -1.05
O1 2.10 1.05 2.64
S1 1.34 0.63 -0.63
S2 -1.84 -1.63 -1.75
S3 -1.27 0.60 0.28

For the orbital gap, the calculation gives 8.56 eV. For the LUMO energy, the calculation gives 0.1 eV. The relative energy (zero: lowest compared OMol25 entry of this formula, charge and spin) is 2.3117 eV. The calculation puts the HOMO energy at -0.3126 hartree.

[2]
An isolated molecule of C3H5NS in a non-equilibrium geometry, computed with ωB97M-V with the def2-TZVPD basis set.

Element x y z (Å)
C1 -1.26 0.32 -0.21
C2 -0.72 1.55 -0.10
C3 0.56 -1.12 0.25
N1 -0.51 -0.84 -0.42
S1 -2.78 -0.27 0.12
H1 0.32 1.81 -0.30
H2 -1.43 2.44 0.28
H3 0.76 -2.17 0.20
H4 0.88 -0.50 1.00
H5 -0.96 -1.51 -0.97

For the orbital gap, the calculation gives 6.31 eV. For the LUMO energy, the calculation gives -1.0 eV. The relative energy (zero: lowest compared OMol25 entry of this formula, charge and spin) is 2.5668 eV. The calculation puts the HOMO energy at -0.2691 hartree.

[3]
A structure of composition C3H5NS in a non-equilibrium geometry, computed with ωB97M-V with the def2-TZVPD basis set.

Element x y z (Å)
C1 0.22 -0.03 -0.26
C2 -0.52 -0.50 1.65
C3 0.37 0.48 -1.65
N1 -0.88 -0.47 0.23
S1 1.20 -0.07 1.20
H1 -1.21 0.13 2.20
H2 -0.51 -1.50 2.21
H3 0.81 1.46 -1.59
H4 -0.64 0.59 -1.98
H5 1.16 -0.09 -2.00

For the orbital gap, the calculation gives 9.84 eV. For the LUMO energy, the calculation gives 0.8 eV. The relative energy (zero: lowest compared OMol25 entry of this formula, charge and spin) is 1.2101 eV. The calculation puts the HOMO energy at -0.3328 hartree.

[4]
An isolated molecule of C3H5NS in a non-equilibrium geometry, computed with ωB97M-V with the def2-TZVPD basis set.

Element x y z (Å)
C1 -0.55 1.47 2.07
C2 0.12 -0.20 -1.52
C3 -0.24 -0.21 0.16
N1 -0.33 0.89 1.03
S1 -1.01 0.83 -2.41
H1 -0.52 2.47 2.42
H2 0.05 -1.23 -1.82
H3 1.13 0.21 -1.62
H4 0.55 -0.87 0.54
H5 -1.20 -0.73 0.15

For the orbital gap (alpha / beta), the calculation gives 4.56 / 4.56 eV. For the LUMO energy (alpha / beta), the calculation gives -2.1 / -2.1 eV. The relative energy (zero: lowest compared OMol25 entry of this formula, charge and spin) is 4.6577 eV. The calculation puts the HOMO energy (alpha / beta) at -0.2456 / -0.2456 hartree.

[5]
An isolated molecule of C3H5NS in a non-equilibrium geometry, computed with ωB97M-V with the def2-TZVPD basis set.

Element x y z (Å)
C1 1.04 0.17 -0.64
C2 0.40 -1.21 -0.77
C3 -1.04 -1.02 -0.16
H1 1.15 0.70 -1.51
H2 2.04 0.01 -0.12
H3 0.52 -1.48 -1.78
H4 0.80 -1.84 0.03
H5 -1.94 -1.56 -0.40
N1 -1.17 0.00 0.53
S1 0.20 1.03 0.59

Its SMILES is C1=NSCC1. For the orbital gap, the calculation gives 9.40 eV. For the LUMO energy, the calculation gives 1.0 eV. The relative energy (zero: lowest compared OMol25 entry of this formula, charge and spin) is 0.9029 eV. The calculation puts the HOMO energy at -0.3095 hartree.

[6]
An isolated molecule of C3H5NS2 in a non-equilibrium geometry, computed with ωB97M-V with the def2-TZVPD basis set.

Element x y z (Å)
C1 1.04 0.12 -0.39
C2 -0.21 -0.71 -0.44
C3 -1.26 -0.68 0.69
H1 -0.01 1.95 -0.38
H2 1.59 2.14 -0.20
H3 0.13 -1.78 -0.51
H4 -1.16 0.10 1.46
H5 -1.39 -1.70 1.14
N1 0.78 1.45 -0.07
S1 2.42 -0.71 -0.46
S2 -1.92 -0.18 -0.83

Its SMILES is NC(=S)[C@H]1CS1. For the orbital gap, the calculation gives 8.91 eV. For the LUMO energy, the calculation gives 0.2 eV. The relative energy (zero: lowest compared OMol25 entry of this formula, charge and spin) is 1.2554 eV. The calculation puts the HOMO energy at -0.3215 hartree.

[7]
An isolated molecule of C3H5NS3 in a non-equilibrium geometry, computed with ωB97M-V with the def2-TZVPD basis set.

Element x y z (Å)
C1 1.20 0.88 0.63
C2 -1.45 0.83 -0.26
C3 0.56 -1.81 -0.59
H1 0.89 0.64 1.73
H2 2.12 1.47 0.75
H3 -1.76 0.99 -1.35
H4 -2.14 1.42 0.27
H5 1.08 -2.79 -0.94
N1 -0.77 -1.93 -0.47
S1 0.10 1.69 -0.42
S2 -1.63 -0.69 0.54
S3 1.80 -0.70 0.12

Its SMILES is C1=NSCSCS1. For the orbital gap, the calculation gives 9.06 eV. For the LUMO energy, the calculation gives 0.3 eV. The relative energy (zero: lowest compared OMol25 entry of this formula, charge and spin) is 1.9358 eV. The calculation puts the HOMO energy at -0.3221 hartree.

[8]
A cluster of 2 separate species, C3H5O2P in total in a non-equilibrium geometry, computed with ωB97M-V with the def2-TZVPD basis set.

Element x y z (Å)
C1 -0.46 0.22 0.87
C2 -0.91 -1.02 0.14
C3 -0.53 -0.86 -1.25
O1 -0.57 0.51 2.05
O2 -0.06 0.29 -1.53
P1 0.13 1.46 -0.32
H1 -0.69 -2.01 0.75
H2 -1.93 -1.00 0.03
H3 -0.38 -1.50 -2.05
H4 2.34 1.87 0.77
H5 3.04 2.03 0.53

For the orbital gap (alpha / beta), the calculation gives 6.84 / 6.88 eV. For the LUMO energy (alpha / beta), the calculation gives -0.7 / -0.7 eV. The relative energy (zero: lowest compared OMol25 entry of this formula, charge and spin) is 3.8410 eV. The calculation puts the HOMO energy (alpha / beta) at -0.2778 / -0.2781 hartree.

[9]
The ion C3H5O2S with charge -1 in a non-equilibrium geometry, computed with ωB97M-V with the def2-TZVPD basis set.

Element x y z (Å)
O1 1.83 -0.66 1.27
C1 1.75 0.19 0.37
O2 2.63 0.78 -0.28
C2 0.29 0.60 -0.08
C3 -0.78 -0.40 0.28
S1 -2.46 -0.05 -0.29
H1 0.37 0.62 -1.17
H2 0.10 1.62 0.25
H3 -0.85 -0.68 1.33
H4 -0.48 -1.33 -0.23
H5 -2.41 -0.69 -1.45

Its SMILES is O=C([O-])CCS. For the orbital gap, the calculation gives 7.15 eV. For the LUMO energy, the calculation gives 3.1 eV. The relative energy (zero: lowest compared OMol25 entry of this formula, charge and spin) is 0.1555 eV. Its charge is -1. The calculation puts the HOMO energy at -0.1471 hartree.

[10]
The ion C3H5O3P with charge -2 in a non-equilibrium geometry, computed with ωB97M-V with the def2-TZVPD basis set.

Element x y z (Å)
C1 -1.43 0.46 -0.51
C2 -0.29 -0.12 -0.12
C3 -0.22 -1.38 0.68
O1 0.85 2.21 -1.22
O2 1.55 1.53 1.24
O3 2.46 0.28 -0.79
P1 1.36 1.15 -0.29
H1 -1.22 1.19 -1.29
H2 -2.39 -0.13 -0.40
H3 0.23 -1.15 1.56
H4 -1.28 -1.89 0.85
H5 0.38 -2.15 0.29

Its SMILES is C=C(C)P(=O)([O-])[O-]. For the orbital gap, the calculation gives 6.20 eV. For the LUMO energy, the calculation gives 7.0 eV. The relative energy (zero: lowest compared OMol25 entry of this formula, charge and spin) is 0.2182 eV. Its charge is -2. The calculation puts the HOMO energy at 0.0308 hartree.